P.
Computed, not measured: one molecule with the formula C20H33ClN2O4, with ωB97M-V/def2-TZVPD.

Properties
HOMO: -9.315 eV
SMILES: CN(CC1(O)CN(C(=O)C[C@@H]2C[C@@H](O)C2(C)C)C1)C(=O)C1(Cl)CCCCC1
LUMO energy: 0.49 eV
Frontier orbital gap: 9.8 eV

Last column: Löwdin charge in e.
Cartesian coordinates (Å):
C1 5.26 -1.13 3.38  -0.03
N1 4.04 -0.36 3.61  -0.06
C2 3.72 0.61 2.57  -0.08
C3 3.62 0.06 1.15  -0.43
O1 4.91 -0.11 0.64  0.01
C4 2.62 -1.12 1.01  -0.02
N2 1.65 -0.15 0.51  -0.01
C5 0.43 -0.45 -0.02  -0.46
O2 0.01 -1.59 0.04  0.07
C6 -0.36 0.67 -0.65  -0.05
C7 -0.49 1.90 0.23  -0.24
C8 -0.92 1.70 1.71  -0.06
C9 -1.72 3.00 1.62  -0.30
O3 -0.92 4.05 2.14  -0.02
C10 -1.70 2.87 0.06  -0.46
C11 -1.43 4.14 -0.73  -0.03
C12 -2.97 2.20 -0.42  -0.04
C13 2.64 0.91 0.31  -0.03
C14 3.06 -1.05 4.28  -0.49
O4 3.19 -2.23 4.52  0.06
C15 1.86 -0.32 4.96  -0.64
Cl1 0.38 -0.99 4.14  0.74
C16 1.79 1.21 4.95  -0.20
C17 0.70 1.77 5.87  -0.20
C18 0.80 1.26 7.29  -0.20
C19 0.77 -0.26 7.28  -0.21
C20 1.88 -0.83 6.41  -0.19
H1 5.59 -1.57 4.31  0.09
H2 5.11 -1.93 2.65  0.10
H3 6.02 -0.45 2.99  0.09
H4 2.75 1.04 2.79  0.09
H5 4.46 1.41 2.57  0.15
H6 4.86 -0.56 -0.21  0.11
H7 2.91 -1.85 0.25  0.14
H8 2.31 -1.65 1.91  0.11
H9 0.10 0.93 -1.61  0.13
H10 -1.33 0.23 -0.87  0.11
H11 0.42 2.50 0.20  0.13
H12 -1.54 0.82 1.84  0.12
H13 -0.13 1.69 2.46  0.09
H14 -2.72 3.01 2.08  0.15
H15 -1.36 4.89 1.95  0.09
H16 -2.27 4.83 -0.67  0.09
H17 -0.54 4.65 -0.36  0.08
H18 -1.27 3.90 -1.78  0.09
H19 -3.82 2.88 -0.31  0.09
H20 -2.90 1.92 -1.47  0.09
H21 -3.20 1.29 0.15  0.09
H22 2.37 1.89 0.72  0.12
H23 2.96 1.03 -0.73  0.13
H24 2.77 1.59 5.26  0.14
H25 1.59 1.60 3.96  0.08
H26 0.76 2.86 5.84  0.11
H27 -0.28 1.50 5.46  0.10
H28 1.75 1.60 7.74  0.12
H29 0.00 1.66 7.90  0.11
H30 0.88 -0.66 8.29  0.11
H31 -0.20 -0.61 6.91  0.10
H32 1.86 -1.91 6.39  0.11
H33 2.85 -0.53 6.83  0.14

Q.
Computed, not measured: one molecule with the formula C20H33ClN2O4, with ωB97M-V/def2-TZVPD.

Properties
HOMO: -9.284 eV
SMILES: CN(CC1(O)CN(C(=O)C[C@@H]2C[C@@H](O)C2(C)C)C1)C(=O)C1(Cl)CCCCC1
LUMO energy: 0.49 eV
Frontier orbital gap: 9.8 eV

Last column: Löwdin charge in e.
Cartesian coordinates (Å):
C1 -3.46 -2.51 -2.44  -0.02
N1 -2.50 -1.98 -1.47  -0.08
C2 -1.13 -1.92 -1.94  -0.11
C3 -0.84 -0.83 -2.97  -0.43
O1 -1.04 -1.40 -4.25  0.00
C4 -1.53 0.54 -2.74  -0.05
N2 -0.22 1.10 -2.46  -0.03
C5 0.12 2.32 -1.98  -0.47
O2 -0.72 3.18 -1.79  0.07
C6 1.58 2.49 -1.62  -0.06
C7 1.81 1.96 -0.21  -0.25
C8 1.17 2.70 0.98  -0.06
C9 2.42 2.39 1.81  -0.30
O3 2.17 1.22 2.58  -0.03
C10 3.20 2.12 0.48  -0.46
C11 4.10 0.91 0.43  -0.03
C12 3.94 3.38 0.05  -0.04
C13 0.52 -0.11 -2.77  -0.05
C14 -2.85 -2.14 -0.16  -0.44
O4 -3.89 -2.71 0.14  0.07
C15 -2.00 -1.56 1.00  -0.62
Cl1 -1.12 -0.05 0.52  0.83
C16 -0.98 -2.62 1.47  -0.18
C17 -0.22 -2.19 2.72  -0.20
C18 -1.18 -1.84 3.85  -0.20
C19 -2.17 -0.76 3.41  -0.20
C20 -2.93 -1.18 2.16  -0.20
H1 -4.46 -2.24 -2.13  0.09
H2 -3.23 -2.08 -3.41  0.08
H3 -3.40 -3.60 -2.51  0.10
H4 -0.47 -1.78 -1.09  0.07
H5 -0.86 -2.87 -2.41  0.15
H6 -0.93 -0.72 -4.92  0.10
H7 -1.99 0.95 -3.65  0.13
H8 -2.23 0.60 -1.91  0.10
H9 2.22 1.95 -2.32  0.12
H10 1.81 3.55 -1.68  0.12
H11 1.53 0.91 -0.16  0.11
H12 1.05 3.77 0.79  0.12
H13 0.24 2.31 1.39  0.09
H14 2.83 3.19 2.44  0.15
H15 2.99 0.95 3.00  0.09
H16 5.00 1.05 1.05  0.09
H17 3.58 0.02 0.78  0.08
H18 4.44 0.73 -0.59  0.09
H19 4.80 3.55 0.70  0.09
H20 4.31 3.29 -0.97  0.09
H21 3.30 4.27 0.10  0.09
H22 1.16 -0.50 -1.97  0.12
H23 1.11 -0.05 -3.70  0.13
H24 -1.56 -3.52 1.67  0.14
H25 -0.29 -2.86 0.66  0.11
H26 0.45 -3.00 3.02  0.11
H27 0.40 -1.32 2.49  0.09
H28 -1.74 -2.73 4.15  0.12
H29 -0.62 -1.50 4.73  0.11
H30 -2.88 -0.55 4.21  0.11
H31 -1.62 0.17 3.22  0.09
H32 -3.61 -0.40 1.83  0.12
H33 -3.54 -2.06 2.38  0.12

The structure with the greatest stability is Q.

P.
Computed, not measured: a 2-piece molecular cluster, C11H16OSi overall, with ωB97M-V/def2-TZVPD.

Properties
HOMO (spin up / spin down): -7.372 / -6.456 eV
LUMO energy (spin up / spin down): 0.30 / -0.65 eV
Frontier orbital gap (spin up / spin down): 7.7 / 5.8 eV

Last column: Löwdin charge in e.
Cartesian coordinates (Å):
C1 1.83 1.36 3.82  -0.09
C2 1.74 2.31 2.78  -0.09
C3 1.74 0.01 3.50  -0.05
C4 1.34 1.88 1.51  -0.02
C5 1.33 -0.48 2.28  -0.13
C6 1.22 0.48 1.25  -0.19
C7 0.98 -1.57 1.34  -0.29
C8 0.94 -0.49 0.25  0.07
C9 -0.13 0.24 -3.15  -0.21
C10 -2.24 -0.44 -0.60  -0.24
C11 -3.14 -0.57 -3.72  -0.28
O1 2.00 -2.54 1.15  -0.04
Si1 -1.76 -0.65 -2.47  0.72
H1 2.19 1.60 4.79  0.09
H2 2.01 3.34 2.98  0.10
H3 1.90 -0.82 4.31  0.14
H4 1.24 2.66 0.62  0.14
H5 0.12 -2.07 1.54  0.11
H6 0.86 -0.44 -0.82  0.05
H7 0.51 0.19 -2.29  -0.04
H8 0.32 -0.29 -3.89  -0.02
H9 -0.33 1.22 -3.47  0.01
H10 -2.83 -1.32 -0.27  0.02
H11 -1.31 -0.23 0.03  0.01
H12 -2.93 0.37 -0.43  0.00
H13 -3.81 0.23 -3.44  0.00
H14 -2.98 -0.37 -4.80  0.04
H15 -3.70 -1.53 -3.68  0.02
H16 2.88 -2.09 0.88  0.15

Q.
Computed, not measured: one molecule with the formula C11H16OSi, with ωB97M-V/def2-TZVPD.

Properties
HOMO: -9.257 eV
SMILES: CC[C@H](C)[C@H]1O[SiH2]c2ccccc21
LUMO energy: 0.86 eV
Frontier orbital gap: 10.1 eV

Last column: Löwdin charge in e.
Cartesian coordinates (Å):
C1 2.97 0.01 1.27  -0.14
C2 2.42 0.29 -0.12  -0.23
C3 0.98 -0.38 -0.35  -0.30
C4 0.58 -0.20 -1.84  -0.05
C5 -0.02 0.19 0.71  -0.16
O1 0.00 1.83 0.56  -0.28
Si1 -1.51 2.43 0.45  0.56
C6 -2.33 0.80 0.15  -0.21
C7 -3.62 0.37 -0.11  -0.10
C8 -3.98 -0.96 -0.19  -0.10
C9 -3.07 -1.99 0.04  -0.02
C10 -1.77 -1.51 0.39  -0.04
C11 -1.36 -0.22 0.40  -0.27
H1 2.39 0.46 2.11  0.06
H2 4.10 0.31 1.38  0.10
H3 2.88 -1.12 1.65  0.11
H4 2.26 1.46 -0.35  0.15
H5 3.02 0.00 -0.93  0.07
H6 1.04 -1.43 -0.03  0.13
H7 1.01 -1.11 -2.34  0.09
H8 0.87 0.70 -2.32  0.06
H9 -0.53 -0.24 -2.05  0.10
H10 0.34 0.06 1.76  0.16
H11 -1.92 3.50 -0.54  -0.03
H12 -2.06 2.98 1.75  -0.03
H13 -4.41 1.04 -0.20  0.08
H14 -5.06 -1.05 -0.48  0.12
H15 -3.07 -3.04 0.12  0.09
H16 -1.02 -2.19 0.51  0.08

The structure with the greatest stability is Q.

P.
Computed, not measured: an isolated ion of composition FHNO2S and charge -1, with ωB97M-V/def2-TZVPD.

Properties
HOMO: -4.516 eV
SMILES: N=[S@@](=O)([O-])F
LUMO energy: 4.29 eV
Frontier orbital gap: 8.8 eV
Charge: -1

Last column: Löwdin charge in e.
Cartesian coordinates (Å):
N1 0.85 0.80 -0.07  -0.27
S1 -0.17 -0.30 0.20  0.42
O1 -0.33 -1.40 -0.76  -0.40
O2 -0.56 -0.51 1.57  -0.39
F1 -1.42 0.80 -0.19  -0.36
H1 1.63 0.60 -0.75  0.00

Q.
Computed, not measured: FHNO2S as an isolated structure, with ωB97M-V/def2-TZVPD.

Properties
HOMO: -3.689 eV
LUMO energy: 4.32 eV
Frontier orbital gap: 8.0 eV
Charge: -1

Last column: Löwdin charge in e.
Cartesian coordinates (Å):
N1 0.63 -0.52 0.48  -0.24
O1 -1.75 0.29 0.15  -0.61
O2 0.02 2.07 -0.06  -0.58
F1 1.57 -0.93 -0.54  -0.31
S1 -0.44 0.71 -0.45  0.58
H1 -0.03 -1.62 0.41  0.16

The structure with the greatest stability is P.